w:
{
  "formula": "C28H18N7O7ReS2SbSe4",
  "method": "ωB97M-V with the def2-TZVPD basis set",
  "species": ["Re", "S", "C", "C", "C", "C", "N", "C", "C", "C", "S", "C", "N", "H", "H", "Se", "Sb", "Se", "Se", "Se", "O", "C", "O", "C", "C", "C", "C", "C", "C", "N", "O", "O", "N", "O", "O", "H", "H", "H", "C", "C", "C", "C", "C", "N", "C", "O", "N", "C", "C", "C", "C", "N", "C", "C", "C", "H", "H", "H", "H", "H", "H", "H", "H", "H", "H", "H", "H", "H"],
  "coordinates": [[0.6310, 1.4604, -0.9690], [1.7528, 3.1658, -2.1563], [0.9982, 4.6638, -1.5911], [1.6273, 5.8901, -1.7031], [0.9097, 7.0396, -1.3901], [1.5580, 8.3183, -1.4818], [2.0894, 9.3335, -1.5457], [-0.4359, 6.9449, -1.0011], [-1.0617, 5.7049, -0.9101], [-0.3349, 4.5615, -1.1953], [-1.0619, 2.9542, -0.9921], [-1.1851, 8.1302, -0.6867], [-1.7879, 9.0755, -0.4419], [2.6555, 5.9708, -2.0299], [-2.0985, 5.6515, -0.6068], [4.8791, -1.3554, -1.9532], [3.9162, 0.4955, -2.9732], [2.9244, 2.3211, -0.4956], [1.3379, 0.0393, -2.7103], [4.4069, 2.1552, -4.5178], [2.8992, 0.8315, 1.4638], [1.7441, 0.5664, 1.7060], [0.7458, 0.7203, 0.8231], [1.2938, 0.0409, 3.0186], [-0.0497, -0.1875, 3.2831], [-0.4000, -0.7199, 4.5052], [0.5219, -0.9978, 5.4935], [1.8477, -0.7409, 5.1988], [2.2595, -0.2345, 3.9841], [2.8719, -1.0359, 6.2307], [2.4755, -1.4852, 7.2811], [4.0239, -0.8086, 5.9357], [-1.8304, -1.0263, 4.7452], [-2.5962, -0.8153, 3.8224], [-2.1298, -1.4621, 5.8282], [-0.8206, 0.0390, 2.5649], [0.2251, -1.4113, 6.4462], [3.3087, -0.0610, 3.7927], [1.6771, -3.2819, -3.7560], [0.5526, -3.6475, -2.8256], [0.6665, -3.4628, -1.4518], [-0.3697, -3.7922, -0.5897], [-1.5663, -4.2782, -1.0966], [-2.6740, -4.5558, -0.2485], [-3.0638, -3.8566, 0.8621], [-3.6993, -4.3418, 1.7694], [-2.6623, -2.5168, 0.9070], [-2.4548, -1.6634, -0.1745], [-3.1756, -1.7450, -1.3602], [-2.8583, -0.8795, -2.3877], [-1.8419, 0.0381, -2.2248], [-1.1379, 0.1200, -1.0822], [-1.4497, -0.7128, -0.0819], [-1.6903, -4.4877, -2.4648], [-0.6363, -4.1877, -3.3134], [2.6194, -3.1791, -3.2174], [1.4736, -2.3338, -4.2613], [1.8097, -4.0371, -4.5304], [1.5960, -3.0807, -1.0428], [-0.2490, -3.6701, 0.4797], [-3.0583, -5.4889, -0.2652], [-2.7764, -2.1128, 1.8255], [-3.9665, -2.4754, -1.4652], [-3.3969, -0.9082, -3.3240], [-1.5705, 0.7173, -3.0197], [-0.8466, -0.6618, 0.8064], [-2.6177, -4.8817, -2.8631], [-0.7443, -4.3687, -4.3762]],
  "nbo_charge": [0.57, 0.37, -0.15, -0.15, -0.11, 0.24, -0.20, -0.08, -0.15, -0.20, 0.20, 0.23, -0.20, 0.26, 0.26, -0.40, 0.99, 0.23, -0.12, -0.40, -0.56, 0.80, -0.74, -0.11, -0.18, 0.09, -0.15, 0.02, -0.12, 0.53, -0.34, -0.35, 0.52, -0.40, -0.31, 0.25, 0.30, 0.28, -0.64, -0.01, -0.21, -0.26, 0.20, -0.67, 0.79, -0.59, -0.68, 0.23, -0.16, -0.21, 0.03, -0.48, 0.00, -0.25, -0.19, 0.23, 0.21, 0.23, 0.22, 0.22, 0.43, 0.44, 0.25, 0.25, 0.23, 0.22, 0.23, 0.22],
  "total_charge": 1,
  "lumo_ev": -5.550
}

x:
{
  "formula": "C28H18N7O7ReS2SbSe4",
  "method": "ωB97M-V with the def2-TZVPD basis set",
  "species": ["Re", "S", "C", "C", "C", "C", "N", "C", "C", "C", "S", "C", "N", "H", "H", "Se", "Sb", "Se", "Se", "Se", "O", "C", "O", "C", "C", "C", "C", "C", "C", "N", "O", "O", "N", "O", "O", "H", "H", "H", "C", "C", "C", "C", "C", "N", "C", "O", "N", "C", "C", "C", "C", "N", "C", "C", "C", "H", "H", "H", "H", "H", "H", "H", "H", "H", "H", "H", "H", "H"],
  "coordinates": [[-1.0173, -1.1641, 1.1507], [-1.7685, -3.2356, 1.3307], [-0.3783, -4.2796, 1.2094], [-0.5285, -5.6396, 0.9038], [0.5813, -6.4457, 0.8331], [0.4248, -7.8402, 0.4875], [0.2941, -8.9501, 0.2207], [1.8614, -5.9017, 1.0913], [2.0042, -4.5729, 1.4116], [0.8748, -3.7380, 1.4719], [0.9970, -2.0740, 1.9549], [3.0362, -6.7400, 1.0081], [3.9721, -7.4023, 0.9287], [-1.5104, -6.0555, 0.7142], [2.9887, -4.1728, 1.6154], [-7.5425, 0.6473, 1.6165], [-5.8573, 1.9699, 0.7360], [-3.5409, -0.5764, 1.4110], [-2.5017, -0.2264, -0.6125], [-3.8178, 1.4768, 2.4323], [-0.2695, 1.1106, 1.2609], [-0.4291, 0.9684, 2.4809], [-0.6570, -0.2268, 2.9194], [-0.3460, 2.0917, 3.4479], [-0.5010, 1.8737, 4.8103], [-0.4420, 2.9625, 5.6552], [-0.2359, 4.2510, 5.2044], [-0.0883, 4.4182, 3.8412], [-0.1334, 3.3700, 2.9499], [0.1162, 5.7922, 3.3136], [0.1933, 6.6916, 4.1235], [0.2278, 5.9067, 2.1066], [-0.6182, 2.7451, 7.1158], [-0.7953, 1.5999, 7.4839], [-0.5518, 3.7234, 7.8302], [-0.6678, 0.8837, 5.2084], [-0.1953, 5.0874, 5.8849], [-0.0177, 3.5413, 1.8898], [-2.9285, 1.6825, -4.7019], [-1.4302, 1.6451, -4.5357], [-0.7993, 2.3047, -3.4826], [0.5819, 2.2915, -3.3400], [1.3598, 1.5770, -4.2400], [2.7845, 1.4737, -4.1319], [3.5311, 1.3862, -2.9747], [4.6834, 1.7330, -2.9013], [2.8487, 0.9004, -1.8448], [1.9345, -0.1512, -1.8141], [1.8004, -1.1092, -2.8219], [0.8394, -2.0901, -2.7012], [0.0292, -2.1281, -1.5818], [0.1814, -1.2231, -0.6101], [1.1028, -0.2501, -0.7142], [0.7478, 0.9239, -5.3018], [-0.6309, 0.9699, -5.4503], [-3.3983, 2.2650, -3.9094], [-3.3534, 0.6767, -4.6872], [-3.2029, 2.1349, -5.6558], [-1.3951, 2.8700, -2.7742], [1.0482, 2.8397, -2.5344], [3.3295, 1.7583, -4.9287], [3.3269, 1.1292, -0.9890], [2.4580, -1.0812, -3.6792], [0.7135, -2.8389, -3.4705], [-0.7413, -2.8703, -1.4479], [1.1560, 0.4702, 0.0894], [1.3540, 0.3765, -6.0149], [-1.0915, 0.4640, -6.2919]],
  "nbo_charge": [0.55, 0.34, -0.25, -0.13, -0.12, 0.24, -0.22, -0.11, -0.11, -0.20, 0.17, 0.25, -0.22, 0.25, 0.25, -0.33, 0.81, 0.27, 0.02, -0.30, -0.65, 0.75, -0.64, -0.11, -0.13, 0.02, -0.13, 0.02, -0.13, 0.53, -0.34, -0.36, 0.53, -0.35, -0.34, 0.28, 0.30, 0.27, -0.63, -0.02, -0.20, -0.26, 0.20, -0.67, 0.79, -0.58, -0.65, 0.16, -0.15, -0.22, 0.03, -0.43, 0.01, -0.24, -0.20, 0.21, 0.22, 0.23, 0.21, 0.23, 0.43, 0.43, 0.25, 0.25, 0.23, 0.25, 0.22, 0.22],
  "total_charge": 1,
  "lumo_ev": -5.274
}

Most stable structure, least stable structure: x, w.

w:
{
  "formula": "C4H7N2",
  "method": "ωB97M-V with the def2-TZVPD basis set",
  "species": ["C", "C", "C", "N", "C", "N", "H", "H", "H", "H", "H", "H", "H"],
  "coordinates": [[-0.8700, -1.1912, -1.2136], [-0.2097, -0.2139, -0.3291], [0.6533, 0.8143, -0.5924], [1.0334, 1.3338, 0.6093], [0.5061, 0.6190, 1.6164], [-0.3173, -0.2587, 1.0384], [-0.9394, -2.1599, -0.7262], [-0.4298, -1.1894, -2.2082], [-1.9007, -0.9174, -1.4847], [1.1017, 1.0213, -1.5491], [1.7427, 2.0529, 0.7377], [0.5243, 1.0381, 2.6105], [-0.8945, -0.9491, 1.4910]],
  "nbo_charge": [-0.67, 0.17, -0.06, -0.44, 0.24, -0.45, 0.25, 0.26, 0.26, 0.26, 0.46, 0.26, 0.46],
  "total_charge": 1,
  "lumo_ev": -3.564,
  "smiles": "Cc1c[nH]c[nH+]1"
}

x:
{
  "formula": "C4H7N2",
  "method": "ωB97M-V with the def2-TZVPD basis set",
  "species": ["C", "C", "C", "C", "N", "N", "H", "H", "H", "H", "H", "H", "H"],
  "coordinates": [[0.1512, -2.4740, 0.9304], [0.6371, -1.4638, -0.1225], [-0.6741, -0.6218, 1.6325], [-0.4651, 0.9163, -0.4802], [-0.8040, -1.8531, 1.5912], [0.2323, -0.0703, 0.3766], [1.5936, -1.7644, -0.4748], [0.0112, -1.7489, -1.1299], [-1.1870, 0.0540, 2.2287], [-1.4277, 0.5399, -0.5480], [-0.3341, 1.8803, 0.1027], [0.1154, 0.7699, -1.3713], [1.1660, 0.1696, 0.7498]],
  "nbo_charge": [0.36, -0.44, 0.34, -0.39, -0.44, -0.42, 0.29, 0.29, 0.24, 0.23, 0.25, 0.24, 0.45],
  "total_charge": 1,
  "lumo_ev": [-6.064, -6.049]
}

y:
{
  "formula": "C4H7N2",
  "method": "ωB97M-V with the def2-TZVPD basis set",
  "species": ["C", "C", "C", "C", "N", "N", "H", "H", "H", "H", "H", "H", "H"],
  "coordinates": [[0.4495, 0.1105, 1.4584], [-0.5933, -0.6094, -0.0430], [0.8647, 0.2298, 2.7517], [-0.0544, -0.8246, -1.3856], [1.3449, 0.3318, 3.8204], [-0.6315, 0.4898, -1.0456], [1.1679, 0.8519, 0.9948], [-0.6633, -1.6263, -2.0206], [1.0033, -0.9562, -1.4496], [1.0464, 0.9385, 4.5786], [-1.5262, 0.7710, -1.4353], [-0.0169, 1.2420, -0.6859], [-1.5262, -0.9548, 0.1386]],
  "nbo_charge": [-0.51, 0.08, 0.45, -0.26, -0.55, -0.55, 0.22, 0.29, 0.27, 0.43, 0.46, 0.47, 0.22],
  "total_charge": 1,
  "lumo_ev": -4.079
}

z:
{
  "formula": "C4H7N2",
  "method": "ωB97M-V with the def2-TZVPD basis set",
  "species": ["C", "C", "C", "C", "N", "N", "H", "H", "H", "H", "H", "H", "H"],
  "coordinates": [[0.1930, -0.7433, -2.2992], [1.2344, 0.0028, -0.3907], [0.0144, 0.3273, 0.0192], [-0.4884, 0.2463, 1.3978], [-0.9670, -1.0058, -2.1575], [1.2249, -0.1277, -1.9190], [2.0028, -0.5646, 0.0432], [-0.8038, 0.6900, -0.6182], [0.1403, 0.3398, 2.1672], [-1.1409, -0.6402, 1.3726], [-1.1883, 1.1041, 1.5616], [-1.5865, -1.8226, -2.1940], [2.0197, 0.2270, -2.3119]],
  "nbo_charge": [0.77, -0.09, -0.09, -0.65, -0.51, -0.57, 0.24, 0.23, 0.24, 0.24, 0.24, 0.48, 0.46],
  "total_charge": 1,
  "lumo_ev": -5.333,
  "smiles": "C/C=C/[NH+]=C=N"
}

Most stable structure, least stable structure: w, x.

w:
{
  "formula": "C26H37FN4O7Pd",
  "method": "ωB97M-V with the def2-TZVPD basis set",
  "species": ["Pd", "C", "O", "C", "C", "O", "C", "H", "H", "H", "H", "H", "H", "H", "H", "H", "H", "F", "C", "C", "C", "C", "O", "C", "C", "N", "C", "C", "C", "C", "C", "C", "N", "C", "C", "N", "C", "C", "C", "O", "O", "H", "H", "H", "H", "H", "H", "H", "H", "H", "H", "H", "H", "H", "H", "H", "H", "H", "H", "O", "C", "O", "C", "N", "C", "C", "C", "H", "H", "H", "H", "H", "H", "H", "H", "H"],
  "coordinates": [[-1.4548, -1.4324, -2.2233], [-4.2195, -1.7737, -3.1960], [-2.8681, -2.1100, -3.5816], [-2.7158, -3.4859, -4.0178], [-2.3607, -4.4432, -2.9086], [-1.0418, -4.1582, -2.5020], [-0.6310, -4.9297, -1.3902], [-4.8867, -2.0584, -4.0083], [-4.2349, -0.6974, -3.0439], [-4.4847, -2.2779, -2.2670], [-1.9226, -3.4705, -4.7643], [-3.6526, -3.7806, -4.4913], [-2.4286, -5.4613, -3.3141], [-3.0562, -4.3533, -2.0677], [-0.6370, -5.9977, -1.6295], [-1.2830, -4.7490, -0.5306], [0.3851, -4.6258, -1.1485], [4.0536, 1.3091, 0.7053], [2.9108, 0.9200, 1.3064], [1.9281, 0.3715, 0.5382], [0.7083, 0.0004, 1.1137], [-0.3382, -0.5883, 0.2880], [-0.0933, -0.7342, -0.9440], [-1.5339, -0.9509, 0.9493], [-1.6505, -0.6917, 2.2873], [-0.6875, -0.1639, 3.0601], [-0.9421, 0.0751, 4.4680], [-0.2356, -0.7702, 5.4900], [-1.7049, -0.9455, 5.2493], [0.5208, 0.2019, 2.4865], [1.5539, 0.7464, 3.2598], [2.7621, 1.1133, 2.6930], [3.7855, 1.6330, 3.5131], [5.1758, 1.6721, 3.0698], [6.0576, 2.0090, 4.2791], [5.3635, 1.5321, 5.5219], [4.1256, 2.3553, 5.7966], [3.4850, 2.7034, 4.4495], [-2.7113, -1.6896, 0.3336], [-3.7564, -1.7101, 0.9518], [-2.4876, -2.3385, -0.7615], [2.0807, 0.2386, -0.5241], [-2.5872, -0.9353, 2.7703], [-1.1158, 1.1198, 4.6962], [0.0868, -0.2927, 6.4050], [0.4147, -1.5494, 5.1152], [-2.4019, -0.5759, 5.9863], [-2.0155, -1.8489, 4.7442], [1.4156, 0.8475, 4.3260], [5.3721, 2.4170, 2.2947], [5.4465, 0.6962, 2.6692], [6.2035, 3.0799, 4.4062], [7.0320, 1.5313, 4.2145], [5.9928, 1.5566, 6.3243], [5.0807, 0.5607, 5.3815], [4.4326, 3.2371, 6.3556], [3.4745, 1.7438, 6.4179], [3.8638, 3.6633, 4.0798], [2.4127, 2.8166, 4.5777], [-2.3955, 1.2950, -3.0084], [-1.4420, 0.9251, -3.7005], [-0.7566, -0.1339, -3.6269], [-1.0350, 1.8264, -4.8749], [-1.9475, 3.0295, -4.8024], [-2.7223, 3.1201, -6.0932], [-1.8537, 2.3609, -7.0830], [-1.3163, 1.2009, -6.2464], [-0.0029, 2.1546, -4.7747], [-1.4319, 3.8848, -4.6168], [-2.5437, 2.7998, -3.9751], [-2.9013, 4.1640, -6.3348], [-3.6760, 2.6222, -5.9286], [-1.0414, 2.9949, -7.4434], [-2.4280, 2.0315, -7.9460], [-0.4208, 0.7450, -6.6593], [-2.0706, 0.4182, -6.1462]],
  "mulliken_charge": [0.50, -0.82, -0.08, -0.64, -0.48, -0.27, -0.75, 0.32, 0.19, 0.37, 0.31, 0.44, 0.55, 0.22, 0.34, 0.25, 0.21, -0.34, 0.18, -0.48, 0.62, 2.40, -1.08, -0.47, -0.44, 0.26, -0.25, -0.44, -1.02, -0.37, -0.67, -1.04, 0.27, -0.70, -0.77, -0.14, -0.74, -0.71, -0.04, -0.67, -0.15, 0.60, 0.86, 0.42, 0.31, 0.25, 0.26, 0.36, 0.78, 0.39, 0.52, 0.37, 0.39, 0.35, 0.38, 0.38, 0.43, 0.32, 0.48, -0.75, 0.84, -0.79, -0.19, 0.00, -0.59, -0.62, -0.63, 0.37, 0.38, 0.31, 0.38, 0.29, 0.31, 0.37, 0.41, 0.22],
  "total_charge": 2,
  "lumo_ev": -4.768
}

x:
{
  "formula": "C26H37FN4O7Pd",
  "method": "ωB97M-V with the def2-TZVPD basis set",
  "species": ["Pd", "C", "O", "C", "C", "O", "C", "H", "H", "H", "H", "H", "H", "H", "H", "H", "H", "F", "C", "C", "C", "C", "O", "C", "C", "N", "C", "C", "C", "C", "C", "C", "N", "C", "C", "N", "C", "C", "C", "O", "O", "H", "H", "H", "H", "H", "H", "H", "H", "H", "H", "H", "H", "H", "H", "H", "H", "H", "H", "O", "C", "O", "C", "N", "C", "C", "C", "H", "H", "H", "H", "H", "H", "H", "H", "H"],
  "coordinates": [[2.2781, 1.4633, 0.4655], [2.5751, 3.6628, -1.7240], [2.1377, 3.4945, -0.3660], [1.0909, 4.4298, -0.0580], [0.9572, 4.6449, 1.4362], [0.7210, 3.3998, 2.0518], [0.0469, 3.4633, 3.2917], [3.0947, 4.6181, -1.8124], [1.7152, 3.6504, -2.3979], [3.2344, 2.8366, -1.9617], [0.1501, 4.0711, -0.4857], [1.3519, 5.3780, -0.5346], [0.1176, 5.3265, 1.6143], [1.8606, 5.1087, 1.8464], [-0.9774, 3.8287, 3.1622], [0.5690, 4.1138, 3.9995], [0.0235, 2.4529, 3.6950], [-4.3438, 1.1259, -0.9310], [-3.5041, 0.0883, -0.7482], [-2.1938, 0.3474, -0.4857], [-1.2993, -0.6979, -0.2376], [0.0888, -0.3690, 0.0667], [0.4313, 0.8425, 0.0057], [0.9263, -1.4569, 0.3887], [0.4163, -2.7227, 0.3003], [-0.8462, -3.0509, -0.0242], [-1.1124, -4.4914, -0.0700], [-2.0144, -5.1868, -1.0355], [-2.3428, -5.1617, 0.4456], [-1.7576, -2.0238, -0.2748], [-3.1091, -2.2579, -0.5703], [-4.0005, -1.2249, -0.8020], [-5.3477, -1.5390, -1.1022], [-6.0662, -2.4551, -0.2266], [-6.8785, -3.4185, -1.0990], [-7.2051, -2.7003, -2.3882], [-7.5372, -1.2612, -2.1148], [-6.2491, -0.5461, -1.6825], [2.3568, -1.3623, 0.8506], [3.0300, -2.3695, 0.9156], [2.7740, -0.2010, 1.2663], [-1.8398, 1.3682, -0.4432], [1.0964, -3.5399, 0.5020], [-0.1865, -5.0055, 0.1339], [-1.6389, -6.1087, -1.4553], [-2.6059, -4.6033, -1.7233], [-2.2018, -6.0665, 1.0184], [-3.1592, -4.5455, 0.7907], [-3.4876, -3.2601, -0.6483], [-6.7257, -1.9066, 0.4559], [-5.3789, -3.0222, 0.3936], [-7.8226, -3.7050, -0.6400], [-6.3245, -4.3146, -1.3718], [-7.9623, -3.1715, -2.8831], [-6.3767, -2.7297, -2.9854], [-8.2957, -1.2718, -1.3345], [-7.9667, -0.8244, -3.0127], [-6.5266, 0.2548, -0.9930], [-5.7663, -0.0928, -2.5463], [4.2783, 1.9155, 0.9586], [4.9261, 1.3608, -0.0087], [4.4704, 1.0229, -1.0877], [6.4034, 1.1230, 0.2691], [6.5934, 1.1200, 1.7740], [7.8301, 1.9281, 2.1175], [8.4971, 2.1843, 0.7721], [7.3310, 2.2362, -0.2115], [6.6933, 0.1476, -0.1147], [6.6379, 0.1697, 2.1349], [5.7253, 1.5456, 2.1376], [8.4340, 1.3635, 2.8218], [7.4888, 2.8423, 2.5971], [9.1738, 1.3662, 0.5215], [9.0780, 3.1036, 0.7911], [7.6307, 2.0681, -1.2426], [6.8150, 3.1972, -0.1569]],
  "mulliken_charge": [1.31, -0.78, -0.11, -0.55, -0.61, -0.08, -0.87, 0.27, 0.36, 0.23, 0.31, 0.39, 0.43, 0.33, 0.34, 0.34, 0.20, -0.33, 0.35, -0.86, 0.69, 2.19, -1.20, -0.77, -0.07, 0.13, -0.17, -0.55, -0.49, -0.20, -0.12, -1.53, 0.17, -0.57, -0.78, -0.14, -0.75, -0.72, 0.25, -0.68, -0.72, 0.60, 0.53, 0.47, 0.33, 0.17, 0.34, 0.15, 0.55, 0.32, 0.42, 0.38, 0.44, 0.34, 0.38, 0.36, 0.39, 0.41, 0.52, -1.00, 0.72, -0.65, -0.01, 0.03, -0.59, -0.56, -0.77, 0.39, 0.41, 0.25, 0.35, 0.30, 0.33, 0.37, 0.40, 0.32],
  "total_charge": 2,
  "lumo_ev": -4.759
}

Most stable structure, least stable structure: w, x.